Density functional theory data (wB97M-V/def2-TZVPD) for a structure of composition C23H17N6OsSe in a non-equilibrium geometry.

Output
- Charge: +3
- Maximum force: 1.57 eV/A
- HOMO (alpha / beta): -17.775 / -17.769 eV
- Total energy: -100850.4780 eV

XYZ file:
```
48
Properties=species:S:1:pos:R:3:forces:R:3
Os 0.2029 1.1183 0.3180 1.41 -0.51 -0.46
C 3.9947 1.4573 -2.9969 -0.11 -0.08 -0.04
C 2.9332 0.5529 -3.0841 0.03 0.05 -0.01
C 2.2523 0.1836 -1.9444 -0.02 -0.05 -0.13
C 2.6557 0.7299 -0.7083 -0.29 0.32 0.35
C 3.7301 1.6409 -0.6138 0.16 0.07 -0.12
C 4.3882 2.0001 -1.7685 -0.02 0.01 0.20
N 1.9468 0.3571 0.4425 -1.19 0.02 0.17
C 2.4696 -0.1553 1.6100 0.01 -0.10 0.17
C 3.7806 -0.5931 1.8299 -0.08 0.07 -0.12
C 4.0905 -1.0584 3.0933 0.04 -0.01 0.03
C 3.1264 -1.1141 4.1094 0.00 0.00 -0.02
C 1.8057 -0.7266 3.8900 -0.01 -0.02 -0.11
C 1.5035 -0.2554 2.6325 -0.16 0.07 -0.11
N 0.2340 0.1131 2.1248 0.00 0.28 0.03
N -0.7999 -0.1806 2.7602 0.00 -0.13 -0.09
C -1.9430 0.1096 2.0241 0.23 0.00 0.08
C -3.1889 -0.2068 2.5189 -0.10 -0.01 -0.01
C -4.2946 -0.0036 1.6997 0.06 -0.01 0.07
C -4.0962 0.4894 0.4189 0.05 0.03 -0.04
C -2.8160 0.7928 -0.0153 -0.10 0.03 -0.03
N -1.7418 0.6223 0.7746 0.24 0.12 0.03
H 4.5312 1.7342 -3.8956 0.01 0.00 0.00
H 2.6668 0.1215 -4.0396 0.01 -0.01 0.00
H 1.4793 -0.5755 -1.9730 0.01 0.02 0.06
H 4.0082 2.0622 0.3443 -0.01 -0.02 0.02
H 5.2121 2.6994 -1.7240 -0.01 0.01 -0.01
H 4.5139 -0.5772 1.0349 0.03 -0.02 0.01
H 5.0957 -1.3987 3.3037 0.00 0.00 -0.01
H 3.4093 -1.4839 5.0863 0.02 0.00 0.00
H 1.0573 -0.7956 4.6672 -0.02 0.00 -0.01
H -3.2681 -0.6228 3.5142 0.00 0.01 0.00
H -5.2894 -0.2397 2.0539 0.00 -0.01 0.00
H -4.9261 0.6504 -0.2556 0.00 -0.01 0.00
H -2.6444 1.1943 -1.0035 -0.04 -0.02 0.09
Se -0.8166 1.8788 -2.8757 0.02 0.06 0.02
N -0.2017 2.3708 -1.2100 -0.18 -0.26 -0.05
C -0.0704 3.7212 -1.1939 -0.05 0.00 0.12
C 0.3657 4.5179 -0.1219 0.06 -0.03 0.03
C 0.4132 5.8740 -0.3100 -0.04 0.05 -0.04
C 0.0364 6.5052 -1.5355 0.01 0.00 0.00
C -0.3879 5.7707 -2.5913 -0.02 0.03 0.01
C -0.4544 4.3486 -2.4425 -0.07 0.00 -0.01
N -0.8740 3.5439 -3.3947 0.10 0.02 -0.02
H 0.6641 4.0834 0.8254 -0.01 0.00 -0.04
H 0.7512 6.5026 0.5045 -0.01 0.00 0.00
H 0.0939 7.5826 -1.6051 0.01 0.00 0.00
H -0.6825 6.2109 -3.5343 0.01 0.00 0.00
```
Forces are in eV/Å.

Charges per atom according to natural (NBO) partitioning, unit e: Os 1.05; C -0.06; C -0.21; C -0.18; C 0.14; C -0.20; C -0.17; N -0.29; C 0.16; C -0.16; C -0.15; C -0.07; C -0.16; C 0.11; N -0.15; N -0.05; C 0.27; C -0.15; C -0.08; C -0.18; C 0.08; N -0.46; H 0.27; H 0.27; H 0.25; H 0.25; H 0.27; H 0.26; H 0.27; H 0.27; H 0.28; H 0.29; H 0.28; H 0.28; H 0.22; Se 1.03; N -0.81; C 0.28; C -0.32; C -0.04; C -0.19; C -0.12; C 0.07; N -0.46; H 0.23; H 0.26; H 0.27; H 0.27

=====

Density functional theory data (wB97M-V/def2-TZVPD) for a structure of composition C23H18AsBrMoNO3PS5.

Output
- Charge: +2
- Maximum force: 0.87 eV/A
- HOMO: -14.782 eV
- Total energy: -227963.5287 eV

XYZ file:
```
54
Properties=species:S:1:pos:R:3:forces:R:3
Mo -2.2262 0.0864 0.6176 -0.62 0.41 -0.37
O -1.5296 -2.1135 1.0580 -0.17 -0.04 0.27
S -1.4490 -1.8288 2.5202 -0.46 0.52 -0.52
O -2.1541 -2.6505 3.4219 0.06 0.03 -0.01
O -1.9387 -0.3242 2.5190 0.16 -0.39 0.12
C 0.2120 -1.6211 2.9167 0.36 0.06 0.01
C 0.7099 -2.2339 4.0507 0.18 0.03 -0.09
C 2.0560 -2.0507 4.3567 -0.04 -0.03 0.04
C 2.8534 -1.2783 3.5330 0.07 0.04 -0.05
C 2.3298 -0.6605 2.3954 0.23 -0.01 0.09
C 0.9942 -0.8099 2.0759 -0.16 -0.07 0.09
P 0.3821 -0.0005 0.5571 -0.20 -0.04 0.22
C 1.2571 -0.8446 -0.7630 0.14 0.07 -0.02
C 1.0807 -2.2236 -0.9249 0.00 -0.07 0.05
C 1.8389 -2.9078 -1.8571 0.00 0.01 -0.05
C 2.7834 -2.2314 -2.6235 -0.01 -0.03 0.00
C 2.9808 -0.8717 -2.4438 -0.04 0.04 0.03
C 2.2240 -0.1728 -1.5107 0.02 -0.05 -0.17
C 0.8027 1.7420 0.6193 0.25 0.01 -0.04
C 1.0522 2.3638 1.8401 0.00 0.10 0.07
C 1.2642 3.7361 1.8825 -0.03 -0.02 -0.02
C 1.2248 4.4849 0.7153 0.00 -0.03 -0.03
C 0.9629 3.8662 -0.5051 -0.01 0.03 0.08
C 0.7464 2.5009 -0.5553 -0.06 0.08 0.01
H 0.0667 -2.8440 4.6707 -0.01 0.01 -0.02
H 2.4756 -2.5182 5.2373 -0.01 0.00 -0.02
H 3.9014 -1.1491 3.7703 -0.02 0.01 -0.02
H 2.9822 -0.0641 1.7669 -0.03 -0.01 0.02
H 0.3836 -2.7752 -0.3048 -0.03 0.07 -0.02
H 1.7018 -3.9740 -1.9784 0.01 0.01 0.00
H 3.3782 -2.7721 -3.3483 -0.01 0.01 0.02
H 3.7339 -0.3491 -3.0189 -0.01 -0.01 0.01
H 2.4095 0.8823 -1.3697 0.02 -0.04 0.03
H 1.0757 1.7942 2.7607 0.02 -0.01 -0.03
H 1.4623 4.2193 2.8298 0.01 -0.02 0.00
H 1.4044 5.5516 0.7516 -0.02 -0.02 0.00
H 0.9357 4.4516 -1.4150 0.01 -0.01 0.01
H 0.5399 2.0345 -1.5104 0.00 -0.03 0.00
S -6.4630 0.7758 2.1838 -0.22 -0.03 0.65
As -5.6824 0.7403 0.3761 -0.01 -0.20 -0.34
S -4.1482 -0.9896 0.1895 0.16 0.08 0.08
S -2.7678 2.0731 0.8179 0.31 -0.57 0.05
S -5.8879 1.6374 -1.3884 0.03 0.21 -0.41
Br -1.3257 -2.8941 -4.2558 0.05 -0.15 -0.05
C -1.5964 -1.2048 -3.5186 0.01 0.00 -0.07
C -1.7633 -0.0850 -4.3187 -0.02 0.10 -0.18
C -1.9938 1.1379 -3.7147 -0.01 0.06 -0.11
C -2.0496 1.2167 -2.3417 0.14 -0.05 0.14
N -1.8777 0.1306 -1.5673 0.06 -0.28 0.28
C -1.6620 -1.0670 -2.1522 -0.15 0.26 0.18
H -1.7316 -0.1746 -5.3968 0.02 0.00 0.01
H -2.1424 2.0351 -4.2994 0.01 -0.03 -0.03
H -2.2265 2.1549 -1.8410 -0.01 0.03 0.00
H -1.5906 -1.9315 -1.5102 0.07 -0.05 0.09
```
Forces are in eV/Å.

Charges per atom according to natural (NBO) partitioning, unit e: Mo 0.56; O -0.95; S 2.38; O -0.82; O -0.82; C -0.31; C -0.15; C -0.16; C -0.15; C -0.17; C -0.37; P 1.21; C -0.42; C -0.20; C -0.18; C -0.17; C -0.14; C -0.21; C -0.43; C -0.13; C -0.20; C -0.16; C -0.18; C -0.22; H 0.27; H 0.25; H 0.25; H 0.24; H 0.24; H 0.24; H 0.24; H 0.23; H 0.23; H 0.22; H 0.24; H 0.25; H 0.24; H 0.22; S -0.23; As 0.90; S -0.03; S 0.33; S -0.31; Br 0.18; C -0.12; C -0.12; C -0.22; C 0.07; N -0.47; C 0.02; H 0.26; H 0.26; H 0.23; H 0.24

=====

Density functional theory data (wB97M-V/def2-TZVPD) for a structure of composition C23H18AuN2O5S in a non-equilibrium geometry.

Output
- Charge: -1
- Maximum force: 2.69 eV/A
- HOMO: -4.060 eV
- Total energy: -51889.0255 eV

XYZ file:
```
50
Properties=species:S:1:pos:R:3:forces:R:3
Au 0.2843 -0.2326 -0.0797 -0.37 -0.99 -2.16
O 0.6777 -0.8711 2.0858 -0.58 0.08 0.15
C 1.7350 -1.4888 2.4397 0.68 -0.22 0.49
C 1.6489 -2.5149 3.4241 -0.05 0.11 -0.01
C 2.7586 -3.1544 3.9081 0.12 -0.10 -0.04
C 4.0323 -2.8508 3.4208 0.21 -0.20 0.11
C 4.1596 -1.8911 2.4488 -0.21 0.12 -0.10
C 3.0530 -1.1924 1.9466 -0.50 -0.71 0.35
C 3.2921 -0.1692 0.9930 0.27 0.88 -0.78
N 2.3883 0.5313 0.4019 -1.65 -1.54 1.11
N 2.7042 1.6008 -0.2960 1.48 1.31 -1.71
C 1.7129 2.2358 -0.9070 1.29 -0.83 1.42
O 0.4953 1.9707 -0.7774 -1.42 -0.20 0.03
C 2.1719 3.3391 -1.7807 -0.08 0.26 -0.23
C 3.5290 3.4915 -2.0503 0.01 0.02 -0.02
C 3.9525 4.4400 -2.9585 0.01 0.08 -0.05
C 3.0264 5.2524 -3.5956 0.00 0.09 -0.10
C 1.6779 5.1304 -3.3004 0.00 0.12 -0.10
C 1.2485 4.1771 -2.3951 0.03 -0.21 0.15
H 0.6641 -2.7430 3.8100 -0.08 0.01 0.00
H 2.6539 -3.9105 4.6738 -0.06 -0.09 0.09
H 4.9044 -3.3651 3.7996 0.04 -0.03 0.03
H 5.1374 -1.6496 2.0518 0.10 0.05 -0.02
H 4.3369 0.0543 0.7610 0.02 0.29 0.12
H 4.2256 2.8419 -1.5448 0.02 -0.05 -0.01
H 5.0053 4.5388 -3.1826 0.08 0.02 -0.02
H 3.3580 5.9710 -4.3318 0.01 0.11 -0.03
H 0.9590 5.7717 -3.7904 -0.06 0.06 -0.04
H 0.2024 4.0476 -2.1564 -0.06 -0.02 -0.04
O -7.9724 -1.4925 0.2935 0.06 0.08 0.05
C -7.0514 -0.6017 0.7667 -0.77 0.25 0.56
O -7.3893 0.1773 1.6289 0.16 -0.49 -0.50
C -5.7099 -0.6528 0.1782 0.91 -0.01 -0.38
C -5.3249 -1.5648 -0.8155 -0.47 0.27 0.35
C -4.0665 -1.5201 -1.3612 0.32 0.17 -0.09
C -3.1257 -0.5715 -0.9327 -0.24 -0.17 0.41
S -1.5978 -0.5105 -1.7436 1.64 0.05 0.35
C -3.4901 0.3182 0.0866 0.13 -0.20 -0.21
C -4.7558 0.2801 0.6178 -0.55 -0.22 0.07
H -7.5966 -2.0395 -0.4090 0.00 0.17 0.17
H -6.0031 -2.3306 -1.1795 0.03 0.00 -0.04
H -3.7873 -2.2077 -2.1466 0.04 -0.08 0.00
H -2.7641 1.0395 0.4304 0.04 0.09 0.03
H -5.0573 0.9789 1.3838 0.01 0.05 0.07
C -0.4749 -3.2460 0.1482 -0.39 0.16 -0.21
C 0.6589 -2.3530 -0.2577 1.99 -0.29 0.75
O 1.7815 -2.7380 -0.4619 -2.29 1.41 -0.07
H -0.1548 -4.2896 0.1718 0.14 0.17 -0.02
H -1.3000 -3.1135 -0.5491 -0.04 0.05 -0.02
H -0.8135 -2.9225 1.1303 0.03 0.09 0.10
```
Forces are in eV/Å.

Charges per atom according to natural (NBO) partitioning, unit e: Au 1.05; O -0.79; C 0.39; C -0.27; C -0.20; C -0.31; C -0.14; C -0.23; C 0.10; N -0.34; N -0.47; C 0.55; O -0.76; C -0.03; C -0.20; C -0.23; C -0.23; C -0.21; C -0.21; H 0.20; H 0.19; H 0.20; H 0.19; H 0.16; H 0.24; H 0.20; H 0.20; H 0.20; H 0.23; O -0.68; C 0.77; O -0.58; C -0.24; C -0.17; C -0.25; C -0.17; S -0.23; C -0.18; C -0.15; H 0.48; H 0.18; H 0.22; H 0.22; H 0.23; C -0.75; C 0.56; O -0.50; H 0.23; H 0.26; H 0.27

=====

Density functional theory data (wB97M-V/def2-TZVPD) for a structure of composition C23H18BrN2OTc in a non-equilibrium geometry.

Output
- Charge: +3
- Multiplicity: 4
- Maximum force: 1.88 eV/A
- HOMO (alpha / beta): -17.540 / -17.583 eV
- Total energy: -101383.3319 eV

XYZ file:
```
46
Properties=species:S:1:pos:R:3:forces:R:3
Tc 0.4666 0.1655 0.1145 1.31 -0.32 1.31
C 1.3085 4.2314 0.3693 0.09 0.14 -0.07
C 1.4419 2.9117 1.0359 -0.06 -0.31 -0.04
C 2.2974 1.9294 0.5011 0.06 -0.06 -0.22
C 2.4998 0.7144 1.1744 0.15 0.11 0.38
C 1.7255 0.4045 2.3136 0.09 -0.22 -0.28
C 0.8900 1.3973 2.8628 -0.22 0.03 -0.14
C 0.7730 2.6275 2.2465 -0.02 -0.02 0.03
H 0.4186 4.7727 0.6825 -0.02 -0.03 0.00
H 1.3388 4.1397 -0.7166 -0.05 -0.01 0.01
H 2.1725 4.8494 0.6410 -0.02 -0.01 0.04
H 2.9048 2.1773 -0.3616 0.01 -0.02 0.01
H 3.3540 0.0972 0.9296 -0.18 -0.15 -0.18
H 1.9148 -0.5029 2.8732 -0.04 -0.06 -0.08
H 0.3687 1.2039 3.7921 0.00 -0.02 -0.01
H 0.1812 3.4042 2.7163 -0.05 -0.01 -0.05
Br -6.6644 2.2530 -0.0768 0.99 -0.19 -0.08
C -4.8339 1.9788 -0.2157 -1.16 0.51 0.02
C -3.9943 3.0739 -0.5570 0.16 0.15 -0.06
C -2.6473 2.8949 -0.6477 0.07 0.17 -0.05
C -2.0819 1.6281 -0.3668 -0.52 -0.62 0.16
O -0.7977 1.4513 -0.4009 -0.77 1.24 -0.75
C -2.9317 0.5059 -0.0590 -0.05 0.67 -0.07
C -2.3896 -0.8174 0.0925 0.40 -0.57 -0.01
N -1.1367 -1.1485 0.1459 -0.79 0.43 0.08
C -0.7700 -2.5214 0.1860 0.26 -0.63 0.08
C -1.5900 -3.5949 0.4724 0.08 0.45 -0.04
C -1.0860 -4.8998 0.4105 0.12 -0.21 -0.03
C 0.2084 -5.1412 0.0270 -0.12 -0.02 0.04
C 1.0747 -4.0661 -0.2744 -0.04 0.21 0.05
C 2.4042 -4.2230 -0.7190 0.07 0.17 -0.02
C 3.1566 -3.1051 -0.9948 0.05 -0.14 -0.03
C 2.6197 -1.8409 -0.7772 -0.03 0.03 0.02
N 1.3746 -1.6484 -0.3314 0.35 0.02 -0.29
C 0.5831 -2.7511 -0.1375 -0.33 -0.08 0.11
C -4.2981 0.7013 0.0012 0.40 -0.58 0.10
H -4.4292 4.0464 -0.7502 -0.04 -0.03 0.00
H -1.9939 3.7097 -0.9319 0.01 -0.01 0.03
H -3.1239 -1.6156 0.0970 -0.01 -0.04 0.04
H -2.6237 -3.4598 0.7598 -0.01 0.00 0.03
H -1.7405 -5.7240 0.6586 0.01 0.00 -0.01
H 0.5772 -6.1569 -0.0373 0.02 0.01 -0.04
H 2.8212 -5.2132 -0.8563 -0.03 -0.02 0.02
H 4.1709 -3.1799 -1.3609 -0.01 -0.03 -0.01
H 3.2256 -0.9672 -0.9743 -0.06 0.05 0.02
H -4.9547 -0.1322 0.2208 -0.05 0.05 -0.02
```
Forces are in eV/Å.

Charges per atom according to natural (NBO) partitioning, unit e: Tc 1.27; C -0.68; C 0.12; C -0.28; C -0.26; C -0.21; C -0.14; C -0.13; H 0.25; H 0.25; H 0.30; H 0.28; H 0.28; H 0.28; H 0.27; H 0.25; Br 0.48; C -0.05; C -0.14; C -0.22; C 0.47; O -0.61; C -0.11; C 0.17; N -0.41; C 0.04; C -0.13; C -0.18; C -0.10; C -0.11; C -0.01; C -0.25; C 0.12; N -0.51; C 0.24; C -0.12; H 0.28; H 0.27; H 0.23; H 0.24; H 0.27; H 0.26; H 0.27; H 0.28; H 0.23; H 0.27

=====

Density functional theory data (wB97M-V/def2-TZVPD) for an isolated molecule of C23H18ClF3N6OS2 in a non-equilibrium geometry.

Output
- SMILES: C=CCn1c(SCC(=O)Nc2ncc(Cc3cc(C(F)(F)F)ccc3Cl)s2)nnc1-c1ccncc1
- Maximum force: 1.20 eV/A
- HOMO: -8.364 eV
- Total energy: -77477.2359 eV

XYZ file:
```
54
Properties=species:S:1:pos:R:3:forces:R:3
C 1.0591 1.1982 -3.7319 0.05 0.06 0.03
C 0.4328 0.2578 -4.4104 -0.10 -0.23 -0.03
C -0.4070 -0.8443 -3.8218 0.13 0.00 -0.50
N -0.6118 -0.7125 -2.4064 -0.21 0.10 0.63
C -1.4309 0.2028 -1.8094 -0.03 -0.02 0.08
S -2.5065 1.2144 -2.7209 -0.18 0.39 -0.29
C -3.6507 1.7262 -1.3958 0.43 -0.23 -0.28
C -4.4951 0.5333 -1.0159 -0.01 0.03 0.10
O -5.2867 0.0110 -1.7646 -0.15 0.05 -0.18
N -4.2930 0.0047 0.2352 -0.55 -0.55 -0.02
C -3.3991 0.3835 1.2054 0.51 -0.26 1.06
N -3.0197 1.5853 1.4594 -0.87 0.20 -0.39
C -2.0727 1.6147 2.4250 0.36 -0.61 0.39
C -1.7210 0.4135 2.9546 -0.30 0.06 -0.16
C -0.6748 0.1316 3.9800 -0.11 -0.03 0.18
C 0.5975 0.8661 3.6527 0.18 0.07 0.25
C 1.0806 0.8564 2.3476 0.30 0.19 -0.02
C 2.2314 1.5573 2.0222 -0.05 -0.01 -0.05
C 2.7612 1.5387 0.6183 0.18 -0.02 -0.23
F 1.8227 1.3120 -0.3101 -0.34 -0.07 0.05
F 3.6928 0.5756 0.4435 0.12 -0.19 0.13
F 3.3589 2.6903 0.2743 0.07 0.24 0.16
C 2.9362 2.2633 2.9905 -0.15 -0.10 -0.03
C 2.4749 2.2656 4.2907 0.06 0.02 -0.03
C 1.3154 1.5738 4.6142 0.07 -0.08 -0.39
Cl 0.7842 1.6162 6.2575 -0.03 0.04 0.29
S -2.6455 -0.8476 2.2055 -0.07 0.78 -0.25
N -1.2937 0.1649 -0.5103 -0.38 0.71 -0.48
N -0.3698 -0.7647 -0.2297 0.77 -0.92 0.10
C 0.0452 -1.2929 -1.3521 -0.24 0.24 0.15
C 1.0051 -2.3834 -1.4394 0.37 -0.40 -0.08
C 2.1781 -2.3453 -0.6898 -0.18 -0.05 -0.17
C 3.0577 -3.4107 -0.7867 0.00 0.25 0.18
N 2.8417 -4.4693 -1.5487 0.33 -0.39 -0.03
C 1.7166 -4.5167 -2.2395 -0.26 -0.02 -0.19
C 0.7632 -3.5116 -2.2224 0.12 0.13 0.14
H 1.6460 1.9492 -4.2299 0.11 0.12 -0.17
H 1.0183 1.2683 -2.6582 -0.07 -0.04 0.24
H 0.4942 0.2127 -5.4887 0.07 0.08 -0.15
H -1.3903 -0.8420 -4.3087 0.12 -0.15 0.06
H 0.0789 -1.8038 -4.0220 -0.18 0.11 0.02
H -3.0785 2.1214 -0.5598 -0.15 0.09 -0.17
H -4.2769 2.4921 -1.8513 0.00 -0.06 0.04
H -4.7767 -0.8733 0.3903 0.01 0.22 -0.15
H -1.6573 2.5640 2.7098 0.19 0.15 0.10
H -0.4757 -0.9426 4.0043 0.03 0.01 0.12
H -1.0281 0.4277 4.9712 0.06 -0.16 -0.11
H 0.5423 0.3079 1.5852 -0.04 -0.01 -0.05
H 3.8301 2.8062 2.7264 0.07 0.06 -0.01
H 3.0071 2.8056 5.0573 0.02 0.04 0.09
H 2.3923 -1.5018 -0.0569 0.05 0.13 0.07
H 3.9840 -3.4165 -0.2282 0.06 0.09 0.08
H 1.5703 -5.4081 -2.8355 -0.10 -0.04 -0.07
H -0.1571 -3.6250 -2.7759 -0.06 0.00 -0.05
```
Forces are in eV/Å.

Charges per atom according to natural (NBO) partitioning, unit e: C -0.38; C -0.20; C -0.26; N -0.38; C 0.18; S 0.30; C -0.63; C 0.68; O -0.58; N -0.64; C 0.27; N -0.49; C -0.04; C -0.22; C -0.49; C 0.06; C -0.20; C -0.16; C 0.98; F -0.32; F -0.33; F -0.32; C -0.17; C -0.23; C -0.06; Cl 0.01; S 0.40; N -0.35; N -0.30; C 0.36; C -0.06; C -0.22; C 0.04; N -0.41; C 0.04; C -0.25; H 0.21; H 0.20; H 0.21; H 0.23; H 0.24; H 0.29; H 0.26; H 0.42; H 0.21; H 0.24; H 0.25; H 0.27; H 0.23; H 0.23; H 0.24; H 0.20; H 0.19; H 0.22